#a
Here is an isolated ion of composition C5H9N2S and charge +1 from the OMol25 dataset. Energies are from wB97M-V/def2-TZVPD.

Charge: +1
E_LUMO (alpha / beta) (eV): -5.65 / -5.65
Orbital gap (alpha / beta) (eV): 5.62 / 5.62
M (g mol⁻¹): 129.21
E_HOMO (alpha / beta) (Ha): -0.4141 / -0.4141

Last column: Löwdin charge in e.
Atoms and positions in Å:
1 C -0.50182 0.71558 0.13119  -0.6109
2 C -1.95840 -0.91463 0.07915  -0.1945
3 C -1.73778 1.50719 0.15266  -0.0581
4 C 2.14409 -0.24146 0.09871  -0.3084
5 C 3.58459 -0.35539 -0.01883  -0.1133
6 N -0.62256 -0.56335 -0.06268  -0.0770
7 N -2.77176 0.36305 -0.15548  0.0532
8 S 1.22730 1.20325 -0.07558  1.1531
9 H -2.11234 -1.68939 -0.58983  0.1095
10 H -2.19677 -1.20437 1.07160  0.1204
11 H -1.93977 2.62236 -0.04498  0.1125
12 H 1.45977 -1.01320 0.32175  0.0501
13 H 3.93793 0.57460 -0.58588  0.1102
14 H 4.02816 -1.32258 -0.52960  0.1536
15 H 4.11274 -0.35471 0.94444  0.1109
16 H -2.98736 0.27141 -1.18828  0.1833
17 H -3.66604 0.40165 0.45164  0.2053



#b
Here is an isolated ion of composition C5H9N2S and charge +1 from the OMol25 dataset. Energies are from wB97M-V/def2-TZVPD.

Charge: +1
E_LUMO (alpha / beta) (eV): -5.47 / -5.37
Orbital gap (alpha / beta) (eV): 7.72 / 7.44
M (g mol⁻¹): 129.21
E_HOMO (alpha / beta) (Ha): -0.4846 / -0.4708

Last column: Löwdin charge in e.
Atoms and positions in Å:
1 C -0.76479 1.60630 0.04096  -0.0252
2 C 0.54727 1.62937 0.13957  -0.2093
3 C -0.44118 -0.61970 -0.51707  0.2065
4 C -2.69748 0.18561 -0.48437  -0.0198
5 C 3.31561 -0.83158 0.50203  -0.3181
6 N -1.29151 0.27708 -0.31022  -0.1954
7 N 1.39897 0.52780 0.11648  -0.3835
8 S 2.79306 0.50389 -0.64142  0.9960
9 H -1.43869 2.43924 0.00756  0.1285
10 H 1.05823 2.64102 0.36138  0.1669
11 H -0.75887 -1.61990 -0.79335  0.1104
12 H -2.98847 0.54250 -1.51152  0.1368
13 H -2.90421 -0.86622 -0.45084  0.0863
14 H -3.25190 0.65729 0.42294  0.1519
15 H 4.35014 -1.26839 0.40654  0.0702
16 H 2.61748 -1.52042 0.01757  0.0163
17 H 3.23922 -0.65519 1.61545  0.0813



What are the relative energies? In hartree: #a 0.0000; #b 0.0300.



#a
Here is an isolated molecule of C2H5NS2 from the OMol25 dataset. Energies are from wB97M-V/def2-TZVPD.

E_LUMO (eV): -0.60
Orbital gap (eV): 8.20
M (g mol⁻¹): 107.20
SMILES: S=CNCS
E_HOMO (Ha): -0.3232

Last column: Löwdin charge in e.
Atoms and positions in Å:
1 S -2.82985 -0.27599 0.41100  0.7104
2 C -1.60572 0.19360 -0.40158  -0.6254
3 N -0.22615 0.29077 0.74723  -0.1594
4 C 0.99720 0.43014 0.11134  -0.6698
5 S 1.95203 -1.18289 0.02465  0.6322
6 H -1.37727 0.85991 -1.32382  0.0871
7 H -0.28909 -0.48018 1.44831  0.0710
8 H 0.87034 0.78976 -0.88496  0.0477
9 H 1.64147 1.14679 0.48661  0.0349
10 H 0.86704 -1.77191 -0.61878  -0.1287



#b
Here is a 2-piece molecular cluster, C2H5NS2 overall from the OMol25 dataset. Energies are from wB97M-V/def2-TZVPD.

E_LUMO (alpha / beta) (eV): -1.80 / -0.82
Orbital gap (alpha / beta) (eV): 6.35 / 7.96
M (g mol⁻¹): 107.20
E_HOMO (alpha / beta) (Ha): -0.2993 / -0.3230

Last column: Löwdin charge in e.
Atoms and positions in Å:
1 C -1.84369 -0.40588 0.17464  -0.8821
2 C 1.33715 1.16213 0.19773  -0.4872
3 N -2.82403 -1.17007 -0.00556  0.0259
4 S 1.22360 -0.48744 0.06611  0.7565
5 S -1.77830 1.27492 0.25020  0.6395
6 H -0.70790 -0.61266 0.36554  -0.0841
7 H 1.57708 1.74837 1.13599  0.0474
8 H 0.83050 1.82257 -0.56585  0.0048
9 H -2.57986 -2.08787 -0.04445  -0.0107
10 H 0.76360 -0.65083 -1.26294  -0.0101



What are the relative energies? In hartree: #a 0.0000; #b 0.0465.



#a
Here is an isolated molecule of C2H5NS2 from the OMol25 dataset. Energies are from wB97M-V/def2-TZVPD.

E_LUMO (eV): 0.76
Orbital gap (eV): 9.12
M (g mol⁻¹): 107.20
SMILES: CS/C=N/S
E_HOMO (Ha): -0.3073

Last column: Löwdin charge in e.
Atoms and positions in Å:
1 C 0.80101 0.85550 -1.25486  -0.3888
2 S -0.42291 1.68199 -0.17801  0.8436
3 C -0.76713 0.37447 0.90029  -0.6824
4 N -0.54758 -0.82957 0.72510  -0.5206
5 S -0.80033 -2.17591 1.67104  0.6982
6 H 1.70597 0.74227 -0.69751  0.0209
7 H 0.93548 1.59881 -2.08713  0.0441
8 H 0.39951 -0.10279 -1.61156  0.0359
9 H -1.39487 0.69615 1.70994  0.0539
10 H 0.09085 -2.84092 0.82270  -0.1048



#b
Here is an isolated molecule of C2H5NS2 from the OMol25 dataset. Energies are from wB97M-V/def2-TZVPD.

E_LUMO (eV): -0.15
Orbital gap (eV): 8.80
M (g mol⁻¹): 107.20
SMILES: CN1S[C@@H]1S
E_HOMO (Ha): -0.3289

Last column: Löwdin charge in e.
Atoms and positions in Å:
1 C 0.31067 -1.20124 0.64021  -0.1325
2 N 0.16358 0.21019 0.44203  -0.4089
3 S 1.66523 1.25487 0.06876  0.8213
4 C 0.20241 0.79513 -0.77971  -0.8460
5 S -1.46200 2.23943 -0.75527  0.4661
6 H -0.42782 -1.61340 1.24864  0.0628
7 H 0.43657 -1.74527 -0.25431  0.0695
8 H 1.21021 -1.48902 1.19726  0.0885
9 H 0.08134 0.27511 -1.72782  0.0710
10 H -2.18019 1.27421 -0.07979  -0.1918



What are the relative energies? In hartree: #a 0.0000; #b 0.0619.



#a
Here is an isolated ion of composition C2H6O2P3 and charge -1 from the OMol25 dataset. Energies are from wB97M-V/def2-TZVPD.

Charge: -1
E_LUMO (eV): 4.10
Orbital gap (eV): 8.56
M (g mol⁻¹): 154.99
SMILES: O=C([O-])C(P)(P)P
E_HOMO (Ha): -0.1642

Last column: Löwdin charge in e.
Atoms and positions in Å:
1 O 1.74834 1.92306 1.67877  -0.1630
2 C 1.97636 0.94319 0.94329  -0.8359
3 O 2.99836 0.31241 0.64659  -0.1120
4 C 0.53734 0.24801 0.38560  -1.2277
5 P 0.43731 -1.77357 0.59325  0.6721
6 P 0.54265 0.40155 -1.39794  0.6514
7 P -0.56774 1.32962 1.22595  0.7142
8 H 1.85609 -1.94609 0.98408  -0.1124
9 H 0.10812 -1.63420 2.01551  -0.1374
10 H 0.16530 1.75563 -1.40041  -0.1357
11 H 1.94143 0.70738 -1.45020  -0.0891
12 H -0.13165 0.76107 2.44640  -0.0762
13 H -1.62650 0.40538 1.20737  -0.1483



#b
Here is a 2-piece molecular cluster, C2H6O2P3 overall from the OMol25 dataset. Energies are from wB97M-V/def2-TZVPD.

Charge: -1
E_LUMO (eV): 3.43
Orbital gap (eV): 5.58
M (g mol⁻¹): 154.99
E_HOMO (Ha): -0.0790

Last column: Löwdin charge in e.
Atoms and positions in Å:
1 C -2.26425 0.66365 -1.06503  -0.5000
2 C 0.44057 -0.21483 0.22275  -1.3251
3 O -2.10733 1.77822 -0.84862  0.1656
4 O -2.50712 -0.42383 -1.32971  0.1662
5 P 0.57059 -1.99641 -0.21348  0.4815
6 P 1.25660 -0.04649 1.85543  0.5038
7 P 1.42216 0.67956 -1.04950  0.5269
8 H -0.56236 -2.38658 0.51793  -0.1624
9 H -0.16248 -1.88820 -1.39944  -0.1690
10 H 0.78296 1.24778 2.10374  -0.1582
11 H 0.20339 -0.63019 2.57826  -0.1671
12 H 2.34069 1.40351 -0.27579  -0.1915
13 H 0.58658 1.81380 -1.09653  -0.1708



What are the relative energies? In hartree: #a 0.0000; #b 0.0166.



#a
Here is an isolated molecule of C5H3NO from the OMol25 dataset. Energies are from wB97M-V/def2-TZVPD.

E_LUMO (eV): -0.08
Orbital gap (eV): 9.15
M (g mol⁻¹): 93.08
SMILES: C1#CC=NOC=C1
E_HOMO (Ha): -0.3393

Last column: Löwdin charge in e.
Atoms and positions in Å:
1 C -0.65935 0.53772 1.12620  0.0137
2 C -0.39260 1.47354 0.38709  0.0154
3 C 0.37679 1.52982 -0.82355  -0.1529
4 N 0.50842 0.48741 -1.56968  0.0945
5 O -0.32056 -0.61288 -1.14971  -0.1356
6 C -0.00802 -1.28191 0.01664  -0.1204
7 C -0.48668 -0.87614 1.21080  -0.0520
8 H 0.91319 2.39852 -1.18975  0.1094
9 H 0.61355 -2.16344 -0.10885  0.1241
10 H -0.54475 -1.49264 2.10080  0.1040



#b
Here is an isolated molecule of C5H3NO from the OMol25 dataset. Energies are from wB97M-V/def2-TZVPD.

E_LUMO (eV): -0.67
Orbital gap (eV): 10.05
M (g mol⁻¹): 93.08
SMILES: C#CCC(=O)C#N
E_HOMO (Ha): -0.3941

Last column: Löwdin charge in e.
Atoms and positions in Å:
1 C -2.17256 -0.98420 -0.61162  0.1322
2 C -1.34297 -0.18438 -0.26878  -0.1315
3 C -0.26436 0.70979 0.15218  -0.1295
4 C 0.93673 -0.12651 0.58707  -0.3897
5 O 0.88469 -0.98650 1.42345  0.1474
6 C 2.21462 0.16992 -0.09907  -0.1050
7 N 3.20604 0.39065 -0.65303  0.1807
8 H -2.90467 -1.70386 -0.90421  0.0341
9 H 0.01891 1.40669 -0.64438  0.1245
10 H -0.57643 1.30840 1.01838  0.1369



What are the relative energies? In hartree: #a 0.1227; #b 0.0000.



#a
Here is an isolated ion of composition C3H7N2Si and charge +1 from the OMol25 dataset. Energies are from wB97M-V/def2-TZVPD.

Charge: +1
E_LUMO (eV): -3.54
Orbital gap (eV): 11.27
M (g mol⁻¹): 99.19
SMILES: [SiH3][n+]1cc[nH]c1
E_HOMO (Ha): -0.5445

Last column: Löwdin charge in e.
Atoms and positions in Å:
1 Si -0.31327 -1.24099 -1.86479  0.7836
2 N 0.04991 -0.11726 -0.44352  -0.1519
3 C 0.97793 -0.45142 0.87920  0.0799
4 C 0.67883 0.59044 1.65189  -0.1017
5 N -0.25465 1.42972 1.09736  0.0881
6 C -0.66826 0.90142 -0.04063  -0.1819
7 H -0.48801 -0.11021 -2.81764  -0.0320
8 H -1.41617 -1.86267 -1.35430  -0.0912
9 H 1.00619 -1.98776 -1.61016  -0.0214
10 H 1.61636 -1.33448 0.77962  0.1155
11 H 1.19648 0.68061 2.60315  0.1422
12 H -0.95146 2.04407 1.62720  0.2219
13 H -1.43388 1.45853 -0.50739  0.1490



#b
Here is a 2-piece molecular cluster, C3H7N2Si overall from the OMol25 dataset. Energies are from wB97M-V/def2-TZVPD.

Charge: +1
E_LUMO (eV): -6.50
Orbital gap (eV): 6.07
M (g mol⁻¹): 99.19
E_HOMO (Ha): -0.4619

Last column: Löwdin charge in e.
Atoms and positions in Å:
1 C -2.34827 -0.69545 0.28873  -0.1081
2 C -1.05676 -0.82381 0.70651  -0.1785
3 C -1.18103 0.91100 -0.54904  -0.1930
4 N -2.40784 0.39002 -0.51561  0.0538
5 N -0.33221 0.24551 0.26890  0.0037
6 Si 2.77436 0.00167 -0.09205  1.0515
7 H -3.31512 -1.31633 0.39863  0.1584
8 H -0.68664 -1.46234 1.46365  0.0918
9 H -0.98106 1.90033 -1.01312  0.1369
10 H -3.30775 0.58355 -0.98212  0.1854
11 H 2.80602 1.22809 0.89256  -0.0480
12 H 3.42077 0.20426 -1.34121  -0.1216
13 H 2.09748 -1.40482 0.31945  -0.0323



What are the relative energies? In hartree: #a 0.0000; #b 0.0719.